Arrangement i

{"formula": "C22H28N6O3", "method": "ωB97M-V/def2-TZVPD", "smiles": "Cc1cccc(N2CCCn3c2nc2c3c(=O)n(CCN3CCOCC3)c(=O)n2C)c1", "gap_ev": 8.1, "multiplicity": 1, "e_lumo_ev": 0.5, "charge": 0, "homo_energy_ev": -7.55, "species": ["C", "C", "C", "C", "C", "C", "N", "C", "C", "C", "N", "C", "N", "C", "C", "C", "O", "N", "C", "C", "N", "C", "C", "O", "C", "C", "C", "O", "N", "C", "C", "H", "H", "H", "H", "H", "H", "H", "H", "H", "H", "H", "H", "H", "H", "H", "H", "H", "H", "H", "H", "H", "H", "H", "H", "H", "H", "H", "H"], "positions_angstrom": [[-4.52, -3.73, 0.37], [-4.87, -2.28, 0.27], [-6.19, -1.89, 0.06], [-6.51, -0.55, -0.05], [-5.52, 0.42, 0.05], [-4.20, 0.04, 0.26], [-3.20, 1.02, 0.38], [-3.54, 2.35, 0.87], [-2.37, 2.97, 1.62], [-1.19, 3.09, 0.67], [-0.99, 1.81, 0.06], [-1.93, 0.83, -0.05], [-1.45, -0.27, -0.63], [-0.16, 0.02, -0.90], [0.17, 1.29, -0.49], [1.48, 1.83, -0.62], [1.87, 2.93, -0.25], [2.34, 0.93, -1.27], [3.72, 1.35, -1.38], [4.43, 1.24, -0.03], [4.20, -0.05, 0.59], [4.99, -1.12, 0.01], [4.57, -2.44, 0.64], [4.72, -2.44, 2.04], [3.98, -1.38, 2.60], [4.40, -0.03, 2.03], [2.03, -0.34, -1.72], [2.84, -1.03, -2.31], [0.75, -0.79, -1.51], [0.37, -2.12, -1.94], [-3.89, -1.31, 0.37], [-4.68, -4.23, -0.59], [-3.48, -3.86, 0.66], [-5.15, -4.23, 1.11], [-6.96, -2.64, -0.02], [-7.53, -0.25, -0.21], [-5.79, 1.46, -0.06], [-3.83, 3.00, 0.03], [-4.40, 2.24, 1.54], [-2.10, 2.33, 2.46], [-2.65, 3.95, 2.00], [-1.38, 3.84, -0.10], [-0.26, 3.38, 1.19], [3.74, 2.39, -1.71], [4.20, 0.72, -2.13], [5.50, 1.46, -0.17], [4.01, 2.01, 0.63], [4.81, -1.16, -1.06], [6.07, -0.95, 0.19], [5.19, -3.26, 0.27], [3.52, -2.63, 0.37], [4.15, -1.42, 3.68], [2.90, -1.53, 2.40], [3.78, 0.76, 2.47], [5.46, 0.16, 2.29], [0.97, -2.38, -2.81], [-0.69, -2.12, -2.17], [0.57, -2.85, -1.14], [-2.86, -1.60, 0.52]]}

=====

Arrangement ii

{"formula": "C22H28N6O3", "method": "ωB97M-V/def2-TZVPD", "smiles": "CCC[C@@H](c1nnnn1Cc1ccc(OC)cc1)N1CCN(C(=O)c2ccco2)CC1", "gap_ev": 9.2, "multiplicity": 1, "e_lumo_ev": 0.5, "charge": 0, "homo_energy_ev": -8.73, "species": ["C", "C", "C", "C", "C", "N", "N", "N", "N", "C", "C", "C", "C", "C", "O", "C", "C", "C", "N", "C", "C", "N", "C", "O", "C", "C", "C", "C", "O", "C", "C", "H", "H", "H", "H", "H", "H", "H", "H", "H", "H", "H", "H", "H", "H", "H", "H", "H", "H", "H", "H", "H", "H", "H", "H", "H", "H", "H", "H"], "positions_angstrom": [[-1.94, -0.53, 3.41], [-1.82, -0.05, 1.97], [-0.37, 0.02, 1.51], [-0.27, 0.48, 0.04], [-0.69, 1.90, -0.07], [-0.28, 2.91, 0.67], [-0.88, 3.99, 0.19], [-1.63, 3.71, -0.79], [-1.53, 2.40, -1.01], [-2.29, 1.72, -2.03], [-3.31, 0.80, -1.41], [-3.35, -0.55, -1.72], [-4.26, -1.39, -1.11], [-5.15, -0.89, -0.17], [-6.08, -1.63, 0.50], [-6.17, -3.01, 0.23], [-5.12, 0.47, 0.14], [-4.21, 1.30, -0.47], [1.04, 0.35, -0.58], [1.40, -1.00, -0.97], [2.62, -0.93, -1.90], [3.71, -0.27, -1.22], [4.81, -0.99, -0.91], [4.94, -2.15, -1.28], [5.92, -0.40, -0.14], [7.14, -1.00, 0.07], [7.90, -0.12, 0.86], [7.09, 0.95, 1.10], [5.90, 0.80, 0.50], [3.35, 1.06, -0.80], [2.14, 0.97, 0.14], [-1.42, 0.15, 4.08], [-1.50, -1.52, 3.52], [-2.98, -0.58, 3.71], [-2.38, -0.73, 1.31], [-2.28, 0.93, 1.88], [0.18, 0.73, 2.14], [0.10, -0.96, 1.61], [-0.96, -0.13, -0.55], [-1.61, 1.17, -2.68], [-2.78, 2.51, -2.61], [-2.66, -0.95, -2.45], [-4.26, -2.44, -1.38], [-6.42, -3.20, -0.81], [-6.97, -3.38, 0.87], [-5.24, -3.52, 0.48], [-5.82, 0.85, 0.87], [-4.20, 2.35, -0.23], [0.57, -1.46, -1.50], [1.66, -1.63, -0.10], [2.95, -1.93, -2.18], [2.36, -0.36, -2.80], [7.43, -1.95, -0.32], [8.90, -0.26, 1.22], [7.24, 1.86, 1.65], [4.17, 1.56, -0.30], [3.06, 1.64, -1.68], [1.83, 1.97, 0.45], [2.42, 0.39, 1.03]]}

=====

Quick one: most stable of them? arrangement i

=====

Arrangement i

{"formula": "H2IO", "method": "ωB97M-V/def2-TZVPD", "gap_ev": 7.1, "multiplicity": 1, "e_lumo_ev": 3.7, "charge": -1, "homo_energy_ev": -3.38, "species": ["O", "H", "H", "I"], "positions_angstrom": [[2.13, 2.19, -1.77], [1.45, 1.53, -1.49], [1.76, 2.60, -2.58], [-0.64, -0.68, 0.58]]}

=====

Arrangement ii

{"formula": "H2IO", "method": "ωB97M-V/def2-TZVPD", "gap_ev": 7.6, "multiplicity": 1, "e_lumo_ev": 3.9, "charge": -1, "homo_energy_ev": -3.62, "species": ["O", "H", "H", "I"], "positions_angstrom": [[0.26, -1.01, -0.26], [-0.06, -0.08, -0.32], [0.76, -1.04, 0.59], [-0.97, 2.13, -0.01]]}

=====

Quick one: most stable of them? arrangement ii

=====

Arrangement i

{"formula": "C3H9IN", "method": "ωB97M-V/def2-TZVPD", "gap_ev": [7.8, 7.8], "multiplicity": 1, "e_lumo_ev": [-6.4, -6.4], "charge": 1, "homo_energy_ev": [-14.14, -14.14], "species": ["C", "C", "C", "N", "I", "H", "H", "H", "H", "H", "H", "H", "H", "H"], "positions_angstrom": [[0.74, 1.68, -0.09], [-0.30, -1.80, -0.15], [-2.41, -0.89, -0.77], [-1.24, -0.73, 0.23], [-4.13, -0.05, -0.08], [-0.07, 1.77, -0.66], [1.44, 0.88, -0.16], [0.60, 1.85, 0.90], [-0.35, -2.17, -1.12], [0.82, -1.45, -0.01], [-0.65, -2.62, 0.39], [1.39, 2.60, -0.25], [-1.56, -0.79, 1.17], [-0.77, 0.20, 0.20]]}

=====

Arrangement ii

{"formula": "C3H9IN", "method": "ωB97M-V/def2-TZVPD", "gap_ev": 7.7, "multiplicity": 1, "e_lumo_ev": -5.2, "charge": 1, "homo_energy_ev": -12.87, "species": ["C", "C", "C", "N", "I", "H", "H", "H", "H", "H", "H", "H", "H", "H"], "positions_angstrom": [[1.80, -1.08, 0.14], [-1.18, -0.45, 0.69], [-0.35, 0.00, -0.44], [-0.13, 1.45, -0.48], [-3.45, 0.10, 0.21], [1.92, -1.05, 1.17], [1.76, -2.01, -0.36], [2.39, -0.38, -0.33], [-1.22, -1.50, 0.74], [-0.98, 0.07, 1.65], [-0.14, -0.55, -1.41], [0.74, 1.57, -1.01], [-0.34, 1.78, 0.44], [-0.82, 2.07, -1.02]]}

=====

Quick one: most stable of them? arrangement ii

=====

Arrangement i

{"formula": "C4H9N3O2", "method": "ωB97M-V/def2-TZVPD", "smiles": "CN1NC1=O.C/N=C\\O", "gap_ev": 9.9, "multiplicity": 1, "e_lumo_ev": 0.5, "charge": 0, "homo_energy_ev": -9.41, "species": ["C", "N", "N", "C", "O", "H", "H", "H", "H", "C", "N", "C", "O", "H", "H", "H", "H", "H"], "positions_angstrom": [[3.07, -1.45, 0.04], [1.96, -0.56, 0.31], [1.20, -0.09, -0.91], [1.94, 0.74, -0.14], [2.33, 1.84, 0.04], [3.80, -1.30, 0.83], [2.70, -2.47, 0.07], [3.53, -1.25, -0.93], [0.17, -0.12, -0.79], [-1.66, 1.42, 0.52], [-1.52, 0.18, -0.22], [-2.49, -0.59, -0.42], [-3.76, -0.46, -0.03], [-2.33, 2.11, 0.00], [-0.68, 1.88, 0.60], [-2.05, 1.24, 1.53], [-2.32, -1.50, -0.97], [-3.89, 0.37, 0.46]]}

=====

Arrangement ii

{"formula": "C4H9N3O2", "method": "ωB97M-V/def2-TZVPD", "smiles": "C=CC(N)=O.NC(N)=O", "gap_ev": 9.7, "multiplicity": 1, "e_lumo_ev": 0.2, "charge": 0, "homo_energy_ev": -9.47, "species": ["C", "C", "C", "N", "O", "H", "H", "H", "H", "H", "N", "C", "N", "O", "H", "H", "H", "H"], "positions_angstrom": [[1.03, 0.25, -1.52], [1.14, 0.97, -0.38], [0.00, 2.06, -0.14], [-1.23, 1.57, -0.14], [0.37, 3.20, 0.07], [1.88, -0.02, -2.12], [0.07, -0.08, -1.88], [2.12, 1.37, -0.13], [-1.50, 0.42, -0.15], [-1.93, 2.20, 0.23], [-0.01, -0.70, 1.60], [-0.72, -1.46, 0.75], [-0.08, -2.58, 0.31], [-1.64, -0.98, 0.03], [0.92, -0.17, 1.00], [-0.51, 0.12, 1.92], [0.67, -2.97, 0.84], [-0.60, -3.19, -0.30]]}

=====

Arrangement iii

{"formula": "C4H9N3O2", "method": "ωB97M-V/def2-TZVPD", "smiles": "[H]/N=C(/N)N[C@H](C)C(=O)O", "gap_ev": 9.4, "multiplicity": 1, "e_lumo_ev": 0.5, "charge": 0, "homo_energy_ev": -8.91, "species": ["H", "N", "C", "N", "N", "C", "C", "C", "O", "O", "H", "H", "H", "H", "H", "H", "H", "H"], "positions_angstrom": [[-2.98, 1.17, 0.87], [-2.57, 0.37, 1.33], [-1.42, 0.03, 0.85], [-0.70, -1.01, 1.37], [-0.88, 0.78, -0.17], [0.17, 0.37, -1.05], [-0.17, -0.83, -1.87], [1.55, 0.15, -0.31], [2.34, -0.62, -0.80], [1.80, 0.85, 0.79], [0.15, -1.35, 1.02], [-1.01, -1.63, 2.11], [-1.51, 1.41, -0.58], [0.22, 1.22, -1.69], [-1.21, -0.81, -2.06], [0.43, -0.72, -2.77], [0.06, -1.77, -1.43], [1.07, 1.37, 1.13]]}

=====

Quick one: most stable of them? arrangement iii